A 2-piece molecular cluster, CH4OS overall. Source: the OMol25 dataset; level of theory: ωB97M-V/def2-TZVPD.

Last columns: bonded neighbours and bond lengths (Å).
Element x y z (Å)
1 C 0.075 0.406 0.513  S3 1.701, H4 1.063, H5 1.035
2 O -1.288 -0.935 0.225  H6 0.987
3 S 1.508 -0.219 -0.160  C1 1.701, H7 1.407
4 H -0.592 1.154 0.162  C1 1.063
5 H 0.137 0.208 1.526  C1 1.035
6 H -1.355 -0.733 -0.739  O2 0.987
7 H 1.515 0.119 -1.526  S3 1.407

Its max |F| is 0.0765 hartree/bohr. The net charge is 0. The value obtained for the relative energy (zero: lowest compared OMol25 entry of this formula, charge and spin) is 31.35 kcal per mole. The spin multiplicity is 3. Its LUMO energy (alpha / beta) is 0.67 / -2.49 eV. As for the expectation value of S²: 2.01. Its HOMO-LUMO gap (alpha / beta) is 0.2395 / 0.2827 Ha.

Here are the natural (NBO) charges for atoms 1 to 6, given in e: atom 1 (C): -0.682, atom 2 (O): -0.451, atom 3 (S): 0.173, atom 4 (H): 0.210, atom 5 (H): 0.200, atom 6 (H): 0.424